C28H30MnN4O6S2 as an isolated structure. Source: the OMol25 dataset; level of theory: wB97M-V/def2-TZVPD.

As for the lowest unoccupied orbital energy (spin up / spin down): 2.11 / 2.48 eV. Its total charge is -1. The calculation puts the total energy at -100758.929 eV. As for the spin multiplicity: 5.

```
71
Properties=species:S:1:pos:R:3:forces:R:3:lowdin_spin:R:1
C -1.8467 2.8646 1.0955 -0.006 -0.021 -0.070 0.00
H -5.4401 -4.3239 -0.0149 0.002 -0.020 0.013 0.00
N 2.0940 -0.0686 0.5254 0.371 0.196 0.580 -0.04
C -3.3797 -4.9049 0.2214 -0.072 0.030 -0.010 0.00
C -1.7459 -3.3602 -0.6455 0.159 -0.060 -0.008 0.00
H 4.4317 -1.3566 -1.5003 -0.006 -0.029 -0.012 0.00
H -2.0301 3.3231 2.0746 0.018 -0.038 0.025 0.00
H -3.2551 0.8931 2.8853 -0.015 -0.028 0.003 0.00
C 3.5800 -2.0102 3.3539 -0.049 0.032 0.076 0.00
C 3.0127 -0.5145 -2.8115 0.104 -0.014 0.067 0.00
H 3.3184 1.0210 -0.7381 -0.035 -0.002 -0.009 0.00
H 0.5362 0.5048 4.5476 0.007 -0.020 -0.005 0.00
H -1.3271 -0.3138 3.6851 -0.035 0.020 0.011 0.00
C 0.7147 1.7686 -2.5736 0.039 0.025 -0.073 0.01
C 0.1214 2.6253 -1.5047 -0.026 -0.092 -0.028 0.00
S -2.5064 -0.9881 -1.9399 0.014 0.010 -0.038 0.01
N 0.0594 2.0376 -0.3231 0.126 -0.164 -0.054 0.00
H 4.3852 -2.7360 3.2961 0.002 -0.009 0.018 0.00
H -2.8537 -0.4235 1.7965 0.022 -0.011 -0.020 0.00
H -0.1201 5.2518 -4.9066 0.013 -0.017 -0.021 0.00
C 2.1760 -0.6172 1.7478 -0.094 0.053 -0.079 0.00
H 3.2770 -1.2589 -3.5639 -0.020 0.005 -0.012 0.00
H 0.0874 3.8019 0.8176 -0.014 -0.012 0.010 0.00
C 3.2886 0.0208 -0.2979 -0.019 -0.072 -0.085 0.00
C 0.0208 4.4624 -4.1789 0.017 -0.060 -0.017 0.02
H 0.1533 2.3000 1.7043 -0.005 0.029 0.007 0.00
H 3.5759 0.4066 -3.0219 -0.009 0.004 -0.005 0.00
C 0.8039 2.0863 -3.9556 0.003 -0.070 -0.044 0.01
N 1.1597 0.6424 -2.0863 0.170 0.001 -0.156 0.04
C -0.3265 4.7385 -2.8743 -0.011 -0.015 -0.018 0.00
C 2.1028 -0.7974 4.9048 -0.019 0.006 -0.067 0.00
C -2.7726 -2.5218 -1.0623 0.019 0.125 -0.009 0.00
H 2.7947 -1.9080 -1.1748 0.009 0.002 -0.010 0.00
C -2.0601 -4.5536 -0.0125 0.077 -0.022 0.001 0.00
C 3.1198 -1.7230 4.6134 0.019 -0.012 -0.033 0.02
H -2.1493 1.0306 0.0693 -0.038 -0.028 -0.033 0.00
C -4.4042 -4.0618 -0.1904 0.068 -0.022 0.009 0.00
O -2.4106 -1.3175 -3.3381 0.049 -0.024 0.083 0.00
N -0.0721 0.0524 2.0523 0.102 0.050 -0.041 0.05
C -2.5239 0.5614 2.1390 0.065 0.012 0.026 0.00
C 0.5118 3.2378 -4.6390 -0.031 0.085 0.044 0.00
C -2.5558 1.5195 0.9485 -0.012 0.016 -0.007 0.00
H -3.6070 -5.8367 0.7253 -0.013 0.000 -0.002 0.00
H -0.9918 1.3836 3.3847 0.013 -0.013 0.004 0.00
H 3.6029 -2.2087 5.4520 0.008 -0.006 -0.006 0.00
O 0.6869 -4.2436 -0.3749 0.086 0.000 -0.015 0.00
O 1.6318 -0.2798 -3.0303 -0.002 0.035 -0.090 0.01
O -3.5974 -0.1199 -1.5603 0.088 -0.047 -0.002 0.00
C 3.3906 -1.0258 -1.4257 -0.062 0.058 0.031 0.00
H 1.1852 1.2713 -4.5541 -0.006 -0.028 0.040 0.00
C 1.0272 -0.2888 2.6403 0.017 0.009 -0.125 0.00
C 3.2139 -1.4695 2.1168 0.076 -0.025 -0.041 0.01
O -1.1950 -0.4997 -1.4178 -0.320 0.351 -0.056 0.03
H -4.8762 -2.1923 -1.1473 0.006 0.006 0.000 0.00
H 1.9755 -0.5532 5.9556 0.005 -0.006 0.005 0.00
H 3.8151 -1.8223 1.2880 -0.013 0.003 0.016 0.00
H -0.7111 5.7404 -2.7044 -0.004 -0.005 0.018 0.00
C 1.2269 -0.1742 4.0635 0.009 -0.015 0.130 0.02
Mn 0.3396 -0.0314 -0.2479 -0.828 -0.407 0.320 3.77
O 0.1748 -1.9314 0.2510 0.360 0.395 0.171 0.00
H -2.2798 3.5419 0.3546 0.014 0.012 0.001 0.00
H -1.2387 -5.1905 0.2929 -0.004 0.006 -0.002 0.00
C -1.2029 0.4254 2.8850 -0.028 0.047 -0.007 0.01
H -0.7010 4.4416 -0.8579 0.000 0.008 -0.003 0.00
S 0.0566 -2.9983 -0.8582 -0.373 -0.535 -0.420 0.01
H -3.6030 1.6873 0.6922 -0.017 0.015 0.000 0.00
H 4.1563 -0.0602 0.3596 -0.001 0.047 -0.016 0.00
C -0.3297 2.7891 0.8616 0.073 0.079 0.000 0.00
H 0.7051 3.1799 -5.7062 -0.015 0.026 -0.006 0.00
C -4.0967 -2.8722 -0.8302 -0.056 0.002 0.015 0.00
C -0.3036 3.9466 -1.7321 0.025 0.148 0.036 0.02
```
Positions in Å, forces in eV/Å.